[1]
Below is a structure of composition C22H33GeIrN6Se, with properties calculated with the ωB97M-V functional and the def2-TZVPD basis.

E	-156974.4628	eV
spin multiplicity	5
LUMO energy (spin up / spin down)	-6.34 / -8.07	eV
charge	+2
ΔE to the lowest compared entry with this formula, charge and spin	0.000	eV

Positions of all 64 atoms, in Å:
Ir1 -0.5408 -0.6197 -0.2653
Se1 6.1568 3.2980 0.9423
N1 5.2472 2.1666 1.9295
C1 4.2151 1.7723 1.2260
C2 3.2369 0.8144 1.6898
C3 3.2956 0.2289 2.9574
C4 2.3359 -0.6938 3.3147
C5 1.3538 -1.0220 2.3889
N2 1.2888 -0.4760 1.1813
C6 2.1947 0.4517 0.8253
C7 2.0385 1.0864 -0.4759
N3 0.9358 0.7916 -1.2053
C8 0.7652 1.3827 -2.3852
C9 1.6773 2.2782 -2.9245
C10 2.8023 2.5965 -2.1958
C11 2.9876 2.0064 -0.9432
C12 4.1087 2.3372 -0.0899
N4 5.0605 3.1738 -0.4220
H1 4.0917 0.5200 3.6303
H2 2.3447 -1.1698 4.2848
H3 0.5948 -1.7559 2.6318
H4 -0.1389 1.1461 -2.9265
H5 1.4908 2.7211 -3.8920
H6 3.5389 3.2994 -2.5626
C13 -1.8100 -0.7814 -3.2676
N5 -2.1815 -1.3580 -1.9623
C14 -3.5669 -0.9628 -1.6563
C15 -2.0873 -2.8276 -2.0102
C16 -0.6570 -3.2998 -1.8498
N6 -0.0754 -2.8996 -0.5523
C17 1.3764 -3.1556 -0.5756
C18 -0.6963 -3.6420 0.5608
H7 -2.4302 -1.1966 -4.0692
H8 -0.7663 -0.9887 -3.5024
H9 -1.9731 0.2950 -3.2475
H10 -4.2495 -1.3097 -2.4383
H11 -3.6365 0.1227 -1.5955
H12 -3.8838 -1.3939 -0.7088
H13 -2.4779 -3.2049 -2.9608
H14 -2.7116 -3.2433 -1.2202
H15 -0.0325 -2.8857 -2.6430
H16 -0.6276 -4.3903 -1.9445
H17 1.5742 -4.2109 -0.7858
H18 1.8160 -2.9087 0.3870
H19 1.8537 -2.5523 -1.3477
H20 -0.6357 -4.7201 0.3832
H21 -1.7410 -3.3642 0.6833
H22 -0.1685 -3.4197 1.4849
C19 -3.4311 2.2654 2.8695
Ge1 -1.8896 1.9034 1.6900
C20 -2.0468 2.8831 -0.0184
C21 -0.2120 2.3259 2.6367
C22 -1.9481 -0.0428 1.2331
H23 -3.4047 3.3194 3.1447
H24 -3.3674 1.6620 3.7735
H25 -4.3678 2.0552 2.3561
H26 -1.9095 3.9511 0.1470
H27 -3.0355 2.7340 -0.4533
H28 -1.2899 2.5410 -0.7279
H29 -0.3031 3.3205 3.0724
H30 0.6431 2.3253 1.9589
H31 -0.0304 1.6176 3.4455
H32 -2.9559 -0.2572 0.8700
H33 -1.7451 -0.6400 2.1269



[2]
Below is a structure of composition C22H33GeN4NdO4PS2 at a distorted geometry, with properties calculated with the ωB97M-V functional and the def2-TZVPD basis.

E	-140259.4739	eV
spin multiplicity	4
LUMO energy (spin up / spin down)	1.56 / 1.56	eV
charge	-1
ΔE to the lowest compared entry with this formula, charge and spin	0.567	eV

Positions of all 68 atoms, in Å:
Nd1 -1.3416 -0.1051 -0.2659
S1 -2.8546 -1.5403 -2.1811
C1 -4.3996 -0.7194 -2.0998
C2 -5.4842 -1.4443 -2.7370
N1 -6.3163 -2.0420 -3.2615
C3 -4.6738 0.4879 -1.5485
S2 -3.5662 1.5894 -0.7425
C4 -6.0330 0.9875 -1.6219
N2 -7.0965 1.4270 -1.6581
C5 -2.1861 -3.9445 3.6826
Ge1 -1.6859 -3.1136 1.9738
C6 -2.3843 -4.3002 0.5807
C7 0.2800 -3.3510 1.9113
C8 -2.3438 -1.3155 1.7214
H1 -1.8017 -4.9670 3.7236
H2 -3.2705 -3.9723 3.8053
H3 -1.7635 -3.3835 4.5202
H4 -2.0830 -5.3311 0.7842
H5 -2.0095 -4.0183 -0.4046
H6 -3.4733 -4.2528 0.5279
H7 0.6072 -3.8597 2.8223
H8 0.8370 -2.4204 1.8157
H9 0.5403 -3.9856 1.0609
H10 -2.2398 -0.7745 2.6706
H11 -3.4188 -1.4431 1.5370
N3 0.6721 2.0460 -7.7789
C9 0.3651 1.7601 -6.7100
C10 -0.0063 1.4034 -5.3535
C11 -0.8651 2.2125 -4.6295
C12 -1.1775 1.8387 -3.3295
N4 -0.6775 0.7458 -2.7592
C13 0.1398 -0.0304 -3.4701
C14 0.5059 0.2511 -4.7732
H12 -1.2909 3.1079 -5.0588
H13 -1.8704 2.4129 -2.7258
H14 0.5242 -0.9111 -2.9698
H15 1.1707 -0.4054 -5.3156
C15 2.5168 -0.0779 3.8132
C16 1.3144 0.6449 3.2351
C17 0.0588 0.3980 4.0456
C18 1.5833 2.1359 3.0959
O1 1.0578 -0.0038 1.9414
P1 1.2385 0.5202 0.4740
O2 0.8964 -0.6725 -0.4018
O3 0.2741 1.6515 0.2027
O4 2.7473 0.9594 0.3903
C19 3.3342 1.8549 -0.6229
C20 3.0547 3.2867 -0.2013
C21 4.8148 1.5370 -0.5719
C22 2.7589 1.5565 -1.9947
H16 2.7714 0.3499 4.7856
H17 3.3751 0.0291 3.1486
H18 2.3017 -1.1394 3.9380
H19 0.2047 0.7654 5.0636
H20 -0.1725 -0.6669 4.0823
H21 -0.7952 0.9133 3.6054
H22 1.6088 2.5676 4.0983
H23 0.7954 2.6317 2.5296
H24 2.5406 2.3288 2.6146
H25 3.5197 3.5004 0.7622
H26 1.9827 3.4629 -0.1242
H27 3.4706 3.9725 -0.9425
H28 5.2051 1.7023 0.4331
H29 5.3534 2.1843 -1.2665
H30 4.9931 0.4975 -0.8478
H31 1.7034 1.8206 -2.0485
H32 2.8688 0.5001 -2.2415
H33 3.2946 2.1499 -2.7386